DFT (ωB97M-V/def2-TZVPD) results for a molecular structure, C26H33Cl2IMnN3O2.

Atoms and positions in Å:
I  -0.0309  0.5962  -4.4705
Mn  1.0925  -0.0107  -0.9109
Cl  -5.6032  1.3408  1.1705
Cl  -0.6622  2.2447  3.3199
O  0.0295  2.1313  -1.4352
O  -1.1052  0.6908  -0.1944
N  -0.0675  -2.0490  -1.0253
N  3.0059  -3.5107  -1.0384
N  -3.3639  3.0825  1.9524
C  -2.8635  -1.0174  2.8263
C  -0.8341  4.8512  -0.1347
C  -3.1309  1.7455  2.2307
C  1.6503  -4.0051  -0.8948
C  2.5006  -0.8248  0.6315
C  1.4425  -0.1419  -2.9482
C  3.2171  -0.2439  -0.4372
C  3.5039  -3.6170  -2.3921
C  -0.4751  5.8805  0.7166
C  -1.7942  3.9074  0.2340
C  1.7275  0.1815  1.2517
C  -2.1413  2.7976  -0.7196
C  -1.9861  1.2245  2.8513
C  3.8939  -4.1815  -0.1160
C  -0.5553  -2.3354  0.3239
C  -1.0793  5.9976  1.9627
C  2.8926  1.1411  -0.4686
C  -0.9787  1.7913  -0.7958
C  -1.8552  -0.1231  3.1353
C  -1.2471  -1.7760  -1.8705
C  -2.0239  5.0654  2.3488
C  1.9754  1.3928  0.5726
C  -4.0152  -0.5460  2.2229
C  -2.3643  4.0147  1.5050
C  -4.1307  0.7995  1.9415
C  0.5458  -3.2521  -1.6293
H  -1.9215  -2.6479  -1.8676
H  0.2774  6.5959  0.4085
H  -0.9404  -0.4592  3.6039
H  -1.1038  -1.4630  0.6725
H  1.0212  0.0453  2.0562
H  2.4938  -1.8751  0.8707
H  1.6295  -1.1270  -3.3877
H  4.8968  -3.7606  -0.2004
H  0.8717  -2.9795  -2.6313
H  1.4176  -4.0577  0.1711
H  -4.2340  3.1984  1.4555
H  3.5167  -4.6630  -2.7531
H  -1.7686  -0.9046  -1.4893
H  -0.9274  -1.5768  -2.8914
H  3.8587  -0.7701  -1.1245
H  1.4666  2.3276  0.7483
H  -2.7476  -2.0706  3.0415
H  4.5243  -3.2328  -2.4308
H  -0.8074  6.8048  2.6312
H  -3.0540  2.2819  -0.4274
H  -2.4948  5.1153  3.3219
H  2.9034  -3.0202  -3.0746
H  -0.3596  4.7440  -1.1022
H  1.5979  -5.0490  -1.2663
H  -4.8240  -1.2114  1.9552
H  -1.2232  -3.2130  0.3229
H  3.9591  -5.2704  -0.3026
H  -0.2632  -3.9908  -1.7584
H  2.2925  0.4736  -3.2580
H  3.5521  -4.0343  0.9098
H  3.2194  1.8566  -1.2069
H  0.2694  -2.5147  1.0105
H  -2.2677  3.2061  -1.7230

Summary:
Spin multiplicity   2
Total charge   -1
LUMO energy (spin up / spin down)   2.595 / 2.595 eV
HOMO-LUMO gap (spin up / spin down)   0.241 / 0.239 Eh
E_HOMO (spin up / spin down)   -3.97 / -3.90 eV
E_tot   -100529.119 eV

Mulliken atomic charge list, values in e, 6 entries:
1 I -0.266
2 Mn 1.088
3 Cl -0.293
4 Cl -0.152
5 O -0.614
6 O -0.655